Record 1
{"formula": "C5H12N3", "method": "wB97M-V/def2-TZVPD", "elements": ["N", "N", "N", "C", "C", "C", "C", "C", "H", "H", "H", "H", "H", "H", "H", "H", "H", "H", "H", "H"], "xyz": [[1.629536, 0.893583, -0.649332], [-0.210616, -0.097370, 2.015823], [-0.287786, -0.156192, -2.583589], [-0.528767, -0.623512, -1.336513], [0.792712, -0.684558, 1.185827], [0.593180, 0.024113, -0.116444], [-0.855256, 0.413350, -0.269826], [-1.458012, 0.021987, 1.052985], [1.780992, 1.871936, -0.452745], [0.153186, 0.768255, -2.648453], [1.747886, 0.756513, -1.648890], [-0.811322, -1.649100, -1.203560], [-0.726975, -0.623354, 2.784481], [1.856360, -0.596209, 1.400500], [0.754510, -1.822410, 1.208365], [0.036020, 0.717232, 2.412358], [-1.974267, 0.838590, 1.526905], [-0.999381, 1.509667, -0.561997], [0.414753, -0.578371, -3.148358], [-1.906752, -0.984150, 1.032463]], "forces_ev_per_angstrom": [[-0.23, -2.16, -0.69], [-3.55, -4.27, 0.64], [1.24, 1.72, -1.00], [-4.46, -1.37, -2.21], [2.54, -1.41, -2.03], [4.15, 4.21, 3.50], [0.49, 0.62, -0.29], [0.89, 0.25, -0.76], [-0.51, 0.15, 0.73], [-1.29, 0.50, 0.62], [0.29, 0.05, 0.56], [-0.10, -0.27, -0.07], [1.33, -0.13, -0.44], [-0.12, 0.81, 0.88], [-0.99, 0.75, -0.35], [1.25, 3.91, 1.41], [-1.07, -0.17, -0.20], [0.16, -1.83, 0.06], [0.12, -2.04, -0.74], [-0.13, 0.67, 0.37]], "multiplicity": 3, "homo_energy_ev": [-7.327, -13.445], "fmax_ev_per_a": 6.87, "charge": 1, "orbital_gap_ev": [4.3, 7.7]}

Record 2
{"formula": "C5H12N3O", "method": "wB97M-V/def2-TZVPD", "elements": ["O", "N", "N", "N", "C", "C", "C", "C", "C", "H", "H", "H", "H", "H", "H", "H", "H", "H", "H", "H", "H"], "xyz": [[-2.733718, 0.493972, -0.280748], [-1.685181, 1.171671, 0.294446], [-1.439927, -1.289231, 0.413138], [0.212556, 0.582031, -1.179311], [1.632656, 0.961837, 0.709330], [-2.462602, -0.841902, -0.237535], [-0.524422, -0.490535, 0.937361], [1.503820, -1.428038, -0.347333], [0.739269, -0.108300, 0.060176], [2.376540, 0.521568, 1.298597], [-0.435848, 0.023840, -1.752634], [1.816142, -1.876469, 0.672296], [-3.214582, -1.441936, -0.646565], [-0.513089, -0.570824, 1.980782], [-1.881022, 2.080454, 0.737164], [-0.939937, 1.169306, -0.345626], [0.896687, -2.200700, -0.998762], [2.394400, -1.000002, -0.827235], [1.106433, 1.708926, 1.250468], [2.088752, 1.432793, -0.128760], [1.063070, 1.101530, -1.609247]], "forces_ev_per_angstrom": [[-0.12, -0.48, 0.23], [-0.74, 0.11, 3.28], [-2.13, 0.42, -1.65], [2.17, 0.26, 0.10], [-0.94, -1.20, -1.00], [2.11, 0.31, 1.97], [0.29, 0.75, -2.45], [-0.63, -0.19, 1.77], [-1.49, -0.38, -1.11], [1.10, -0.55, 1.05], [1.37, 0.22, -0.31], [-0.26, 0.16, -1.86], [-0.94, -0.75, -0.75], [0.60, 0.35, 1.66], [-0.83, -0.82, -0.35], [1.67, 1.22, -2.12], [1.26, 1.82, 1.37], [-0.11, -0.79, -0.18], [-0.63, 0.54, 0.55], [0.83, 0.61, -0.36], [-2.57, -1.60, 0.15]], "homo_energy_ev": -14.073, "fmax_ev_per_a": 3.36, "charge": 1, "orbital_gap_ev": 9.9, "smiles": "CC(C)(N)C=[N+]=CON"}

Record 3
{"formula": "C5H12N3O2P", "method": "wB97M-V/def2-TZVPD", "elements": ["P", "O", "O", "N", "N", "N", "C", "C", "C", "C", "C", "H", "H", "H", "H", "H", "H", "H", "H", "H", "H", "H", "H"], "xyz": [[-1.943115, 0.798118, -0.021082], [-3.521762, 1.055144, 0.161753], [-1.312482, 2.079233, -0.358621], [1.482839, 0.400352, -1.205412], [1.591316, 2.210170, 0.299238], [3.055735, 0.407017, 0.460337], [-1.736194, -0.634932, -1.167937], [-1.331823, -0.084727, 1.417403], [-0.709584, -1.544572, -0.492451], [1.994690, 0.997139, -0.202299], [-0.692694, -1.285067, 0.966229], [-0.179978, -1.953815, 1.635583], [-1.407012, -0.300627, -2.149724], [0.647849, 2.473260, 0.041878], [1.823611, 2.409577, 1.258226], [3.502525, -0.311445, -0.086547], [0.296699, -1.291557, -0.862655], [-1.318801, 0.251465, 2.434865], [-0.890057, -2.599140, -0.709041], [3.701236, 1.047880, 0.894900], [-4.036943, 0.289587, 0.413964], [-2.691069, -1.148945, -1.288978], [0.686362, 0.907358, -1.581016]], "forces_ev_per_angstrom": [[-0.33, -1.13, 0.28], [0.10, 0.31, -0.11], [0.39, 0.41, -0.23], [-0.01, -0.20, -0.47], [0.10, 0.16, 0.09], [0.11, 0.07, 0.26], [0.07, 0.51, 0.27], [1.88, -3.58, -1.99], [0.24, -0.30, -0.31], [-0.07, 0.16, -0.03], [-2.23, 3.91, 1.48], [0.12, -0.09, 0.21], [-0.03, 0.07, -0.02], [-0.11, -0.01, 0.01], [-0.01, -0.06, 0.01], [-0.01, 0.02, -0.01], [-0.18, -0.20, 0.02], [0.01, 0.11, 0.27], [-0.02, -0.01, 0.01], [0.03, -0.06, -0.04], [-0.10, -0.32, 0.12], [-0.05, 0.08, 0.06], [0.09, 0.15, 0.12]], "homo_energy_ev": -8.757, "fmax_ev_per_a": 4.74, "orbital_gap_ev": 9.4, "smiles": "O=[P@]1(O)C=CCC1.N=C(N)N"}

Record 4
{"formula": "C5H12N3O2S", "method": "wB97M-V/def2-TZVPD", "elements": ["S", "O", "O", "N", "N", "N", "C", "C", "C", "C", "C", "H", "H", "H", "H", "H", "H", "H", "H", "H", "H", "H", "H"], "xyz": [[0.806919, 1.914564, -1.322029], [1.270539, 0.739622, 1.391110], [0.671540, -2.433158, 0.714738], [-0.920897, -0.188617, -1.091913], [-1.250171, -1.151251, -0.060092], [0.850459, -0.069673, 0.342386], [-0.012047, -1.266907, 0.879143], [-2.494636, -0.893394, 0.660977], [0.142916, 0.469179, -0.716206], [2.634146, 0.582136, 1.573880], [-0.435235, 2.209691, -2.561382], [1.106195, -2.531097, -0.156122], [2.972651, -0.432001, 1.518149], [2.924991, 0.989026, 2.520838], [-3.384335, -1.276338, 0.315220], [-1.314169, -2.136355, -0.379319], [0.023129, 2.950403, -3.304052], [-1.285746, 2.530912, -2.176397], [-2.559495, 0.142909, 0.719070], [3.248844, 1.151491, 0.711637], [-0.308795, -1.172294, 1.982512], [-0.424999, 1.292160, -3.208485], [-2.261805, -1.421008, 1.646335]], "forces_ev_per_angstrom": [[-0.06, 0.09, -0.12], [-1.34, 0.24, -0.39], [-0.62, -0.32, -0.14], [-0.28, 0.26, -0.47], [1.67, -1.65, -0.10], [-1.93, -2.67, 1.58], [1.68, 1.81, 0.02], [2.18, -0.79, 3.04], [-0.13, -0.27, 1.21], [3.17, 1.51, -2.39], [5.15, -1.16, -4.45], [-0.16, 0.41, 0.44], [-0.15, -0.79, 0.08], [-0.17, 0.38, 0.48], [-1.57, -1.13, -1.63], [0.13, 0.71, -0.76], [-0.72, -0.56, 1.35], [-3.95, 1.18, 1.50], [-0.28, 1.80, 0.70], [-1.34, -1.05, 1.89], [0.52, 0.12, -1.75], [-0.82, 0.75, 0.82], [-0.98, 1.12, -0.92]], "homo_energy_ev": -13.363, "fmax_ev_per_a": 6.91, "charge": 1, "orbital_gap_ev": 10.5, "smiles": "CON1C(SC)=N[N@H+](C)[C@H]1O"}

Record 5
{"formula": "C5H12N3S", "method": "wB97M-V/def2-TZVPD", "elements": ["S", "N", "N", "N", "C", "C", "C", "C", "C", "H", "H", "H", "H", "H", "H", "H", "H", "H", "H", "H", "H"], "xyz": [[1.130519, -1.137814, 0.431490], [-2.700676, -2.148545, 0.321055], [2.063098, -1.587352, -1.507816], [-1.556418, -0.171355, 0.174872], [2.043632, 1.526399, 0.333413], [-0.502078, 0.845198, 0.189500], [-1.829287, -1.218788, 0.775694], [-1.116088, 2.166080, 0.246332], [0.860530, 0.543461, 0.249527], [2.772956, 1.342600, 1.121581], [2.920385, -2.199664, -1.577615], [1.252215, -2.246543, -1.777060], [2.643553, 1.341265, -0.586008], [-1.505444, 2.726315, -0.609594], [1.574433, 2.511737, 0.348081], [-2.988359, -2.830515, 1.015961], [-1.210245, -1.669453, 1.567209], [-0.401640, 2.831082, 0.809719], [-2.051269, 1.992949, 0.778476], [-3.514527, -1.925460, -0.304362], [2.114713, -0.691598, -2.000452]], "forces_ev_per_angstrom": [[-0.67, 0.65, 1.40], [-2.29, -0.15, -0.18], [0.58, -2.83, -1.57], [2.58, 4.08, -1.80], [-0.90, -0.94, -1.73], [-2.17, -2.60, 0.48], [0.85, -2.69, 0.59], [0.37, 1.76, 1.17], [0.13, -0.79, 0.87], [-0.64, -0.02, 0.41], [-0.90, 1.36, -0.08], [1.57, 1.93, 0.11], [-0.35, 0.70, 0.27], [0.71, -0.54, -0.55], [0.78, 0.11, -0.05], [0.25, 0.07, -0.19], [-0.42, 0.59, 0.36], [-1.11, -0.32, -0.47], [0.12, 0.31, 0.55], [1.53, 0.14, 0.68], [-0.04, -0.79, -0.26]], "multiplicity": 3, "homo_energy_ev": [-11.247, -12.839], "fmax_ev_per_a": 5.16, "charge": 1, "orbital_gap_ev": [8.5, 6.3]}

Record 6
{"formula": "C5H12N4", "method": "wB97M-V/def2-TZVPD", "elements": ["N", "N", "N", "N", "C", "C", "C", "C", "C", "H", "H", "H", "H", "H", "H", "H", "H", "H", "H", "H", "H"], "xyz": [[-0.597934, -1.435535, 1.831922], [-2.179901, 0.496731, -0.043397], [-0.306621, 1.937223, 0.361610], [1.516249, -0.368934, 0.162598], [2.316676, 0.772324, -0.265822], [-0.116470, -0.515269, 0.939281], [-0.053993, -1.357605, -1.662277], [-0.770043, 0.602308, 0.235553], [0.269151, -0.553884, -0.444324], [-0.543521, 2.349918, 1.256519], [-1.127541, -1.366911, -1.855548], [0.300666, -2.385560, -1.553438], [-0.200765, -2.361604, 1.747858], [-0.661748, 2.517257, -0.388323], [-2.746203, 0.989234, 0.641891], [2.190756, 1.630456, 0.397261], [3.367062, 0.467320, -0.244363], [2.077879, 1.098785, -1.284990], [0.449126, -0.926753, -2.529919], [-0.693059, -1.123274, 2.789874], [-2.489766, -0.466226, -0.091963]], "forces_ev_per_angstrom": [[0.29, 0.02, 0.21], [0.12, -0.23, -0.22], [0.04, 0.11, 0.24], [-1.18, -0.64, 0.69], [0.10, 0.48, 0.53], [1.21, 0.22, -0.73], [0.05, -0.07, 0.15], [1.17, -0.50, -0.92], [-1.80, 0.79, 0.14], [-0.04, 0.03, -0.05], [0.02, 0.00, -0.05], [-0.03, -0.01, 0.00], [-0.03, 0.11, 0.06], [-0.04, -0.04, 0.06], [0.17, -0.09, -0.02], [0.11, 0.00, -0.15], [-0.08, -0.02, 0.03], [-0.15, -0.07, 0.08], [-0.06, 0.01, -0.01], [0.14, -0.11, -0.12], [-0.03, 0.01, 0.07]], "homo_energy_ev": -7.640, "fmax_ev_per_a": 1.97, "orbital_gap_ev": 8.4, "smiles": "CN1[C@]2(C)C(N)(N)[C@@]12N"}